[1]
Below is CH4P2S in the gas phase in a non-equilibrium geometry, with properties calculated with ωB97M-V with the def2-TZVPD basis set.

Properties
* ΔE to the lowest compared entry with this formula, charge and spin: 77.7 kcal/mol
* <S²>: 2.012
* gap between HOMO and LUMO (spin up / spin down): 5.8 / 8.2 eV
* 2S+1: 3

CARTESIAN COORDINATES (ANGSTROEM)
C: 2.02883 0.58954 -0.30880
P: -1.90003 -0.21358 0.25319
P: 0.13060 0.38916 -0.15809
S: 3.12672 -0.32676 0.40045
H: -1.88586 -1.48653 -0.49142
H: -1.82049 -0.88771 1.56961
H: 0.16138 1.64850 0.22407
H: 0.15884 0.28738 -1.48901

[2]
Below is CH4S in the gas phase, with properties calculated with ωB97M-V with the def2-TZVPD basis set.

Properties
* SMILES: CS
* ΔE to the lowest compared entry with this formula, charge and spin: 0.0 kcal/mol
* gap between HOMO and LUMO: 10.2 eV
* 2S+1: 1

CARTESIAN COORDINATES (ANGSTROEM)
C: 0.35270 0.31131 0.15923
S: -0.45771 -1.29673 -0.06094
H: 0.63815 0.77714 -0.77980
H: -0.28582 0.96549 0.73113
H: 1.27613 0.09943 0.69102
H: -1.52345 -0.85664 -0.74065

[3]
Below is 2 unconnected molecules or ions with the total composition CH4S in a non-equilibrium geometry, with properties calculated with ωB97M-V with the def2-TZVPD basis set.

Properties
* ΔE to the lowest compared entry with this formula, charge and spin: 85.9 kcal/mol
* gap between HOMO and LUMO: 6.6 eV
* 2S+1: 1

CARTESIAN COORDINATES (ANGSTROEM)
C: -0.52440 -0.09450 -0.04272
S: 2.41263 0.21755 0.17026
H: -0.68219 0.59313 -0.85827
H: -1.18854 0.24928 0.75921
H: -0.46545 -1.03079 -0.51129
H: 0.44796 0.06533 0.48280

[4]
Below is CH4S in the gas phase, with properties calculated with ωB97M-V with the def2-TZVPD basis set.

Properties
* SMILES: CS
* ΔE to the lowest compared entry with this formula, charge and spin: 0.8 kcal/mol
* gap between HOMO and LUMO: 10.1 eV
* 2S+1: 1

CARTESIAN COORDINATES (ANGSTROEM)
C: -0.39466 0.06646 0.32940
S: 1.13622 -0.69534 -0.31858
H: -0.28865 1.14161 0.33516
H: -1.26225 -0.23424 -0.25530
H: -0.50330 -0.38756 1.31166
H: 1.31263 0.10908 -1.40234

[5]
Below is CH4S2 in the gas phase in a non-equilibrium geometry, with properties calculated with ωB97M-V with the def2-TZVPD basis set.

Properties
* SMILES: CSS
* ΔE to the lowest compared entry with this formula, charge and spin: 21.6 kcal/mol
* gap between HOMO and LUMO: 9.3 eV
* 2S+1: 1

CARTESIAN COORDINATES (ANGSTROEM)
C: -0.39279 1.01138 0.14964
S: 0.42816 -2.13933 -0.56264
S: 0.75588 -0.23041 -1.08914
H: -0.90352 0.20950 0.77548
H: -1.08128 1.56744 -0.41797
H: 0.38134 1.75123 0.45790
H: 0.81221 -2.16982 0.68672

[6]
Below is 2 unconnected molecules or ions with the total composition CH4S2 in a non-equilibrium geometry, with properties calculated with ωB97M-V with the def2-TZVPD basis set.

Properties
* ΔE to the lowest compared entry with this formula, charge and spin: 67.1 kcal/mol
* gap between HOMO and LUMO (spin up / spin down): 6.4 / 6.4 eV
* 2S+1: 1

CARTESIAN COORDINATES (ANGSTROEM)
C: 1.12393 0.14496 -0.12719
S: -2.58730 0.26747 -0.28850
S: -0.02735 -0.78234 0.76203
H: 1.05932 0.12613 -1.22940
H: 2.17567 -0.08530 0.24207
H: 0.88654 1.24752 0.22432
H: -2.63081 -0.91843 0.41666

[7]
Below is CH4S2 in the gas phase in a non-equilibrium geometry, with properties calculated with ωB97M-V with the def2-TZVPD basis set.

Properties
* SMILES: CSS
* ΔE to the lowest compared entry with this formula, charge and spin: 15.4 kcal/mol
* gap between HOMO and LUMO: 9.4 eV
* 2S+1: 1

CARTESIAN COORDINATES (ANGSTROEM)
C: -0.51752 -0.34574 -0.20082
S: 2.32785 -0.23834 0.57075
S: 1.15844 -0.59353 -1.05225
H: -1.34954 -1.10486 -0.44740
H: -0.85507 0.65245 -0.41787
H: -0.22070 -0.78889 0.74643
H: 3.05769 0.89455 0.16636

[8]
Below is 2 unconnected molecules or ions with the total composition CH4S2, with properties calculated with ωB97M-V with the def2-TZVPD basis set.

Properties
* SMILES: C=S.S
* ΔE to the lowest compared entry with this formula, charge and spin: 29.7 kcal/mol
* gap between HOMO and LUMO: 8.5 eV
* 2S+1: 1

CARTESIAN COORDINATES (ANGSTROEM)
C: 2.02665 0.15369 -0.07691
S: -2.98484 1.03023 -0.32261
S: 0.46823 -0.13549 0.17192
H: 2.40492 0.41351 -1.05587
H: 2.74446 0.08894 0.73114
H: -3.21097 1.14568 0.98568
H: -1.67650 0.88422 -0.13874

[9]
Below is 2 unconnected molecules or ions with the total composition CH4S3 in a non-equilibrium geometry, with properties calculated with ωB97M-V with the def2-TZVPD basis set.

Properties
* ΔE to the lowest compared entry with this formula, charge and spin: 82.1 kcal/mol
* gap between HOMO and LUMO: 7.8 eV
* 2S+1: 1

CARTESIAN COORDINATES (ANGSTROEM)
C: -0.24349 -0.11370 0.76343
S: 1.36904 0.18896 1.30946
S: -1.24116 1.38233 0.77721
S: -1.02344 -1.61750 0.75760
H: 1.50350 -1.49429 -0.65112
H: 1.03200 1.51170 1.73005
H: -2.22566 0.96926 1.64178
H: 1.70810 -0.82374 0.02691

[10]
Below is a molecular structure, CH4S4, with properties calculated with ωB97M-V with the def2-TZVPD basis set.

Properties
* ΔE to the lowest compared entry with this formula, charge and spin: 2.9 kcal/mol
* gap between HOMO and LUMO: 7.7 eV
* 2S+1: 1

CARTESIAN COORDINATES (ANGSTROEM)
C: 0.83571 0.01290 -0.70167
S: -0.78199 -2.36099 0.24561
S: -3.23473 -1.15575 0.69254
S: -0.54126 -1.10377 -1.20819
S: -2.81824 0.17682 -0.67494
H: 0.73530 0.29040 0.34197
H: 0.77638 0.88548 -1.34379
H: 1.76194 -0.52495 -0.87487
H: -2.80166 -0.53793 1.81278

[11]
Below is CH4Se in the gas phase in a non-equilibrium geometry, with properties calculated with ωB97M-V with the def2-TZVPD basis set.

Properties
* SMILES: C[SeH]
* ΔE to the lowest compared entry with this formula, charge and spin: 13.3 kcal/mol
* gap between HOMO and LUMO: 9.3 eV
* 2S+1: 1

CARTESIAN COORDINATES (ANGSTROEM)
C: 0.55604 -0.20778 0.25527
Se: -0.40613 0.74130 -1.24284
H: 1.68279 -0.00295 0.33646
H: 0.01423 0.18047 1.16311
H: 0.13405 -1.16492 0.17917
H: -1.98098 0.45388 -0.69117

[12]
Below is 2 unconnected molecules or ions with the total composition CH5BClIO10P, with properties calculated with ωB97M-V with the def2-TZVPD basis set.

Properties
* ΔE to the lowest compared entry with this formula, charge and spin: 3.3 kcal/mol
* gap between HOMO and LUMO: 8.4 eV
* 2S+1: 1
* net charge: -1

CARTESIAN COORDINATES (ANGSTROEM)
O: 2.33287 0.19740 3.45804
P: 1.72992 0.26101 2.12819
O: 1.35929 1.78018 1.75523
O: 2.67143 -0.25177 0.96323
I: 1.82722 -0.37768 -0.87522
O: 0.41295 -0.60251 1.93901
C: -0.81346 -0.07735 2.51832
B: -1.86492 0.24867 1.36072
O: -2.65593 1.38433 1.43796
O: -2.03408 -0.66240 0.34883
H: 1.19777 1.88169 0.80658
H: -1.24218 -0.89929 3.10116
H: -0.61931 0.75178 3.19717
H: -2.23084 2.15130 1.04591
H: -1.25923 -0.71580 -0.22762
O: 0.16596 -2.43784 -4.76306
Cl: 0.27896 -1.01682 -4.57603
O: 1.57040 -0.55439 -5.01810
O: 0.14217 -0.71769 -3.14812
O: -0.76855 -0.33249 -5.28339

[13]
Below is 2 unconnected molecules or ions with the total composition CH5BN2O3 in a non-equilibrium geometry, with properties calculated with ωB97M-V with the def2-TZVPD basis set.

Properties
* ΔE to the lowest compared entry with this formula, charge and spin: 63.0 kcal/mol
* gap between HOMO and LUMO: 9.5 eV
* 2S+1: 1

CARTESIAN COORDINATES (ANGSTROEM)
B: 1.46946 0.00821 0.04689
C: -1.08874 0.61533 0.12525
N: -2.28486 -0.07811 0.00992
N: 0.01113 -0.17504 0.01444
O: -1.12880 1.81186 0.23113
O: 1.72427 1.28017 -0.31272
O: 2.46641 -0.93212 0.28682
H: -2.43746 -1.06479 0.19026
H: -3.05840 0.12229 -0.55892
H: -0.29922 -1.56122 -0.33945
H: 2.41484 1.74793 0.07673
H: 2.21136 -1.77450 0.22964

[14]
Below is 2 unconnected molecules or ions with the total composition CH5BO2 in a non-equilibrium geometry, with properties calculated with ωB97M-V with the def2-TZVPD basis set.

Properties
* SMILES: CB=O.O
* ΔE to the lowest compared entry with this formula, charge and spin: 37.9 kcal/mol
* gap between HOMO and LUMO: 12.1 eV
* 2S+1: 1

CARTESIAN COORDINATES (ANGSTROEM)
B: 1.33431 0.24054 0.00780
C: 0.06794 1.13451 -0.09648
O: -0.71564 -1.92855 0.00529
O: 2.35295 -0.35979 0.12769
H: 0.32665 2.17944 0.06211
H: -0.67404 0.86818 0.65302
H: -0.40080 1.05827 -1.07328
H: -1.37368 -1.55572 -0.58443
H: -0.91770 -1.63689 0.89828

[15]
Below is CH5BS in the gas phase in a non-equilibrium geometry, with properties calculated with ωB97M-V with the def2-TZVPD basis set.

Properties
* ΔE to the lowest compared entry with this formula, charge and spin: 44.2 kcal/mol
* gap between HOMO and LUMO: 10.3 eV
* 2S+1: 1

CARTESIAN COORDINATES (ANGSTROEM)
B: 0.30252 -0.92407 0.26994
C: 0.47571 0.85112 0.02445
S: -1.27327 0.38097 0.34422
H: 0.26142 -1.52984 -0.67798
H: 0.46067 -1.67683 1.23490
H: 0.71364 1.16276 -1.05375
H: 0.75694 1.75881 0.68419
H: -1.69762 -0.02293 -0.82598

[16]
Below is CH5BS in the gas phase in a non-equilibrium geometry, with properties calculated with ωB97M-V with the def2-TZVPD basis set.

Properties
* ΔE to the lowest compared entry with this formula, charge and spin: 50.4 kcal/mol
* gap between HOMO and LUMO: 10.2 eV
* 2S+1: 1

CARTESIAN COORDINATES (ANGSTROEM)
B: -0.58117 0.82683 0.19117
C: -0.27726 -0.71816 0.28594
S: 1.40243 -0.01587 0.00600
H: -0.51005 1.16074 -0.95912
H: -0.72346 1.26534 1.24045
H: -0.73881 -1.59214 -0.61141
H: -0.13232 -1.08330 1.26593
H: 1.56064 0.15655 -1.41896

[17]
Below is 2 unconnected molecules or ions with the total composition CH5BS in a non-equilibrium geometry, with properties calculated with ωB97M-V with the def2-TZVPD basis set.

Properties
* ΔE to the lowest compared entry with this formula, charge and spin: 0.0 kcal/mol
* <S²>: 2.003
* gap between HOMO and LUMO (spin up / spin down): 7.6 / 9.9 eV
* 2S+1: 3

CARTESIAN COORDINATES (ANGSTROEM)
B: 0.07791 -0.46570 -0.38752
C: -1.07501 0.29362 0.21294
S: 0.21253 -2.24062 -0.77151
H: 1.75026 1.22353 -2.10889
H: -0.75941 1.31465 0.21735
H: -1.52689 0.09316 1.23898
H: -1.96690 0.27054 -0.56746
H: 1.37993 -2.69213 -1.32718

[18]
Below is 2 unconnected molecules or ions with the total composition CH5BrN in a non-equilibrium geometry, with properties calculated with ωB97M-V with the def2-TZVPD basis set.

Properties
* ΔE to the lowest compared entry with this formula, charge and spin: 25.2 kcal/mol
* gap between HOMO and LUMO: 8.3 eV
* 2S+1: 1
* net charge: +1

CARTESIAN COORDINATES (ANGSTROEM)
C: 0.89008 0.62823 -0.03084
N: 0.48388 -0.56468 0.02736
Br: -2.93738 0.02570 -0.01840
H: 1.23871 1.06379 0.90836
H: 0.76082 1.24697 -0.90243
H: -1.47376 -0.27327 -0.18962
H: 0.21818 -1.15642 -0.79719
H: 0.81948 -0.97032 1.00275

[19]
Below is 2 unconnected molecules or ions with the total composition CH5BrN in a non-equilibrium geometry, with properties calculated with ωB97M-V with the def2-TZVPD basis set.

Properties
* ΔE to the lowest compared entry with this formula, charge and spin: 36.3 kcal/mol
* gap between HOMO and LUMO: 10.4 eV
* 2S+1: 1
* net charge: +1

CARTESIAN COORDINATES (ANGSTROEM)
C: -0.61376 0.76687 0.00355
N: 0.71765 -0.70773 0.06319
Br: -2.24892 -0.14857 0.08427
H: -0.25380 1.37601 0.74742
H: -0.26373 0.91533 -1.13724
H: 1.39930 0.05146 0.17842
H: 0.67760 -1.24893 0.97952
H: 0.58567 -1.00444 -0.91913

[20]
Below is 2 unconnected molecules or ions with the total composition CH5BrN in a non-equilibrium geometry, with properties calculated with ωB97M-V with the def2-TZVPD basis set.

Properties
* ΔE to the lowest compared entry with this formula, charge and spin: 10.4 kcal/mol
* gap between HOMO and LUMO: 8.8 eV
* 2S+1: 1
* net charge: +1

CARTESIAN COORDINATES (ANGSTROEM)
C: -1.26265 0.26425 0.02181
N: -0.20167 -0.43609 -0.00118
Br: 2.91232 0.01541 -0.01214
H: -1.75354 0.56613 -0.89979
H: -1.69144 0.60118 0.96013
H: 1.58952 0.58574 -0.05344
H: 0.23491 -0.78067 0.85775
H: 0.17255 -0.81595 -0.87314